[1]
Molecular formula: C19H22N4O4
Method: DFT, ωB97M-V/def2-TZVPD

The value obtained for the electronic energy is -1257.099975 hartree. Its net charge is 0. As for the SMILES: COc1ccc(Cn2nncc2-c2cc(OC)c(OC)c(OC)c2)cc1N. The highest occupied orbital energy is -0.2871 Eh. The calculation puts the HOMO-LUMO gap at 0.30986 hartree.

Last column: Löwdin charge in e.
CARTESIAN COORDINATES (ANGSTROEM)
N -4.5403 -1.6427 0.6487  0.007
N -4.3583 -0.5430 1.3267  0.025
O 1.6982 -2.3041 -1.6177  -0.082
O 1.9053 -1.0593 3.1271  -0.081
O 3.2928 -1.8717 0.6978  -0.100
O -0.1684 3.1154 -2.8425  -0.116
C -3.3071 -2.1523 0.3563  -0.109
C -2.3425 -1.4082 0.9288  -0.193
C -2.1280 2.5364 -1.5790  -0.010
C -0.2906 -1.9193 -0.3130  0.046
C -0.1222 -1.2955 2.0016  0.027
C -2.6631 2.0136 -0.4138  -0.039
C -0.4659 1.6891 0.5129  0.007
C 1.1121 -2.0272 -0.4046  -0.161
C 1.2807 -1.4062 1.9674  -0.215
C 1.9056 -1.7804 0.7421  -0.124
C -0.7545 2.6400 -1.6935  -0.248
C -0.8794 -1.5632 0.8846  -0.172
C 0.0818 2.2686 -0.6182  -0.254
C -1.8409 1.5656 0.6319  -0.223
N 1.4477 2.4050 -0.7100  0.111
N -3.0241 -0.3589 1.5044  -0.056
C 0.9513 -2.9545 -2.6481  -0.070
C 2.8494 -2.0449 3.6334  -0.034
C 3.9757 -0.7677 0.1349  -0.063
C -0.6583 4.3856 -3.3555  -0.057
C -2.4497 0.9777 1.8845  -0.053
H -3.1824 -3.1121 -0.1743  0.119
H -2.7349 2.8015 -2.4329  0.114
H -0.8951 -2.0538 -1.1644  0.101
H -0.5559 -0.9986 2.9569  0.134
H -3.7451 1.9767 -0.2617  0.115
H 0.1624 1.3573 1.3494  0.126
H 2.0142 1.7987 -0.1174  0.079
H 1.8128 2.6046 -1.6778  0.121
H 0.1852 -2.3108 -3.1011  0.088
H 0.4876 -3.9007 -2.3004  0.107
H 1.6673 -3.1384 -3.4692  0.098
H 2.5054 -3.0115 3.3535  0.084
H 2.9097 -1.9434 4.7189  0.091
H 3.8656 -1.9168 3.2036  0.094
H 5.0616 -0.8677 0.2640  0.102
H 3.6283 0.1405 0.5897  0.073
H 3.7404 -0.6512 -0.9141  0.083
H -0.6934 5.1157 -2.5548  0.089
H -1.6993 4.2899 -3.7496  0.084
H -0.0524 4.7762 -4.2094  0.098
H -3.2601 1.6372 2.2004  0.125
H -1.7294 0.9086 2.7035  0.112

***

[2]
Molecular formula: C19H22N4O4S
Method: DFT, ωB97M-V/def2-TZVPD

The value obtained for the electronic energy is -1655.268250 hartree. Its net charge is 0. As for the SMILES: CS(=O)(=O)NCc1ccc(N2CCCCC2)c(NC(=O)c2ccc(C#N)o2)c1. The highest occupied orbital energy is -0.3007 Eh. The calculation puts the HOMO-LUMO gap at 0.27447 hartree.

Last column: Löwdin charge in e.
CARTESIAN COORDINATES (ANGSTROEM)
N 6.0603 -1.5414 -2.9391  0.176
O 1.7046 1.2919 1.6765  0.103
O -2.8840 1.6387 5.7224  -0.309
O -2.0118 3.6374 4.5368  -0.291
C 5.4600 -0.9352 -2.1236  -0.120
O 3.6414 0.2020 -1.0905  0.061
C 1.9253 0.9411 0.5466  -0.403
C 4.9948 -0.0683 -1.1202  -0.268
C 5.6006 0.5519 -0.0629  0.070
C 4.4385 1.0076 0.8193  0.075
C 3.2954 0.6935 0.1264  -0.183
C -2.7439 0.0707 -0.6625  -0.034
C -3.3422 0.8516 0.2786  -0.043
C -1.0665 1.6652 0.8067  0.025
C -0.4728 0.7296 -0.0631  -0.144
C -1.3732 -0.1035 -0.8221  -0.175
C -2.4543 1.7042 0.9929  -0.184
N 0.8884 0.6225 -0.3086  0.151
N -0.9803 -1.1785 -1.6321  -0.150
N -3.2158 1.8215 3.2264  -0.158
C -3.1360 2.6157 2.0452  -0.206
C -1.5467 -1.3941 -2.9690  -0.145
C -0.3585 -2.3095 -0.9265  -0.150
C -0.4162 -1.9306 -3.9415  -0.197
C 0.7709 -2.6893 -1.8928  -0.187
C 0.2044 -3.0902 -3.2783  -0.243
C -0.6763 1.4428 4.1503  -0.119
S -2.2462 2.2512 4.5858  0.593
H 6.6166 0.5018 0.1685  0.097
H 4.5636 1.4434 1.8396  0.136
H -3.5098 -0.5827 -1.1036  0.123
H -4.3964 0.8209 0.4438  0.109
H -0.4298 2.3330 1.3460  0.099
H 1.1143 -0.0736 -1.1071  0.169
H -3.2454 0.8181 2.9847  0.121
H -2.6494 3.5905 2.3485  0.133
H -4.1832 2.7322 1.7579  0.108
H -2.4775 -2.0087 -2.8008  0.128
H -1.9034 -0.4751 -3.4438  0.118
H 0.0045 -1.8829 0.0165  0.116
H -1.0283 -3.2072 -0.6729  0.145
H -1.0011 -2.2574 -4.9444  0.160
H 0.3580 -1.3158 -4.1690  0.068
H 1.3078 -3.5885 -1.4836  0.117
H 1.5821 -1.9418 -2.0092  0.101
H 0.9446 -3.5793 -3.9727  0.127
H -0.6704 -3.7835 -3.1468  0.121
H -0.0418 1.7323 5.0188  0.083
H -0.6924 0.3881 4.0347  0.058
H -0.3223 1.8379 3.2138  0.015

***

[3]
Molecular formula: C19H22N4O6S
Method: DFT, ωB97M-V/def2-TZVPD

The value obtained for the electronic energy is -1805.902621 hartree. Its net charge is 0. As for the SMILES: CNC(=S)N(C)CCc1cc2c(c(OC)c1/C=C1/C(=O)NC(=O)N(C)C1=O)OCO2. The highest occupied orbital energy is -0.2909 Eh. The calculation puts the HOMO-LUMO gap at 0.26092 hartree.

Last column: Löwdin charge in e.
CARTESIAN COORDINATES (ANGSTROEM)
C -0.8547 -1.2327 -2.7097  -0.099
N -1.3518 -1.9134 -1.5443  -0.044
C -2.4883 -1.5881 -0.8946  -0.804
N -2.8160 -2.3056 0.2215  -0.171
C -1.8143 -2.7731 1.1548  -0.143
H -2.2493 -3.5946 1.7304  0.123
H -0.9645 -3.1847 0.6101  0.101
C -1.3310 -1.6732 2.1400  -0.093
C -1.2218 -0.3308 1.4647  -0.166
C -2.2234 0.5990 1.7089  0.034
C -2.1989 1.7773 0.9980  -0.203
C -1.2195 2.0521 0.0443  -0.119
C -0.1692 1.1831 -0.1706  -0.154
C -0.1565 -0.0134 0.6016  -0.091
C 0.9481 -0.9210 0.4700  0.080
C 2.2748 -0.6478 0.3418  -0.018
C 3.1398 -1.7948 0.0373  -0.413
O 2.7541 -2.9419 -0.0516  0.079
N 4.4584 -1.4761 -0.1963  0.209
C 5.0457 -0.2281 -0.1565  -0.472
O 6.2083 -0.0745 -0.4407  0.100
N 4.2192 0.7968 0.2450  0.027
C 2.8749 0.6703 0.5799  -0.361
O 2.2963 1.6098 1.0798  0.120
C 4.8050 2.1161 0.4134  0.003
H 4.7479 2.4126 1.4609  0.101
H 4.2490 2.8379 -0.1838  0.097
H 5.8412 2.0705 0.0889  0.089
H 5.0757 -2.2385 -0.4541  0.172
H 0.7264 -1.9817 0.4758  0.110
O 0.7860 1.3096 -1.1150  -0.085
C 0.8547 2.5192 -1.8422  -0.036
H 1.6979 2.4027 -2.5220  0.100
H 1.0311 3.3653 -1.1754  0.105
H -0.0588 2.6931 -2.4137  0.100
O -1.5031 3.2689 -0.5406  0.013
C -2.7060 3.7085 0.0475  -0.141
O -3.0890 2.7959 1.0535  0.058
H -2.5585 4.7048 0.4910  0.143
H -3.4966 3.7590 -0.7194  0.145
H -3.0108 0.4141 2.4199  0.126
H -2.0544 -1.5902 2.9514  0.115
H -0.3791 -1.9837 2.5698  0.121
C -4.1420 -2.1078 0.7684  -0.108
H -4.2623 -1.1212 1.2210  0.067
H -4.8706 -2.1961 -0.0364  0.066
H -4.3336 -2.8786 1.5120  0.090
S -3.4960 -0.4064 -1.4772  0.711
H -0.8113 -2.7050 -1.2360  0.126
H 0.1297 -0.8050 -2.5068  0.077
H -1.5516 -0.4353 -2.9624  0.025
H -0.7813 -1.9230 -3.5523  0.088

***

[4]
Molecular formula: C19H23AuBN4O2S
Method: DFT, ωB97M-V/def2-TZVPD

The value obtained for the electronic energy is -1666.220597 hartree. Its net charge is -1. The highest occupied orbital energy is -0.1466 Eh. The calculation puts the HOMO-LUMO gap at 0.24978 hartree.

Last column: Löwdin charge in e.
CARTESIAN COORDINATES (ANGSTROEM)
Au 1.9179 -0.9738 -1.1505  0.559
N 4.2629 -3.2039 2.1713  0.023
C 3.2246 -2.7654 1.3825  -0.923
S 3.5251 -2.7007 -0.3086  0.427
N 2.1144 -2.5006 2.0385  -0.028
N 1.1033 -2.1561 1.2067  0.000
C -0.0805 -2.0544 1.6872  -0.221
C -0.4312 -2.2501 3.1206  -0.190
C -1.4108 -3.1692 3.4884  -0.042
C -1.7532 -3.3461 4.8207  -0.099
C -1.1256 -2.5969 5.8047  -0.113
C -0.1501 -1.6760 5.4475  -0.095
C 0.1991 -1.5077 4.1174  -0.038
C -1.1532 -1.6832 0.7448  -0.231
C -2.3092 -1.0355 1.1931  -0.024
C -3.2727 -0.6671 0.2714  -0.085
C -3.0625 -0.9484 -1.0687  -0.084
C -1.8852 -1.5932 -1.4193  -0.154
N -0.9624 -1.9678 -0.5484  0.112
H 5.1797 -3.0997 1.7733  0.052
H 4.1571 -2.9951 3.1522  0.075
H -1.9063 -3.7503 2.7198  0.118
H -2.5121 -4.0712 5.0887  0.094
H -1.3927 -2.7303 6.8459  0.091
H 0.3465 -1.0891 6.2108  0.094
H 0.9732 -0.8076 3.8359  0.110
H -2.4341 -0.8120 2.2439  0.108
H -4.1705 -0.1556 0.5973  0.096
H -3.7813 -0.6703 -1.8283  0.091
H -1.6678 -1.8118 -2.4598  0.107
C 1.7241 3.6686 -3.9622  -0.019
C 1.2171 2.9290 -2.7340  -0.510
C 1.3725 3.8131 -1.4966  -0.020
O 2.0157 1.7609 -2.5255  0.002
B 1.2158 0.7417 -1.9918  -0.770
O -0.1239 1.1439 -2.0840  -0.005
C -0.2118 2.3322 -2.8703  -0.511
C -1.3294 3.2067 -2.3238  -0.016
C -0.5390 1.9102 -4.3029  -0.019
H 2.7198 4.0655 -3.7614  0.085
H 1.0666 4.5041 -4.2154  0.087
H 1.7920 3.0010 -4.8189  0.081
H 2.4313 4.0350 -1.3613  0.089
H 1.0203 3.2889 -0.6081  0.095
H 0.8271 4.7539 -1.5962  0.082
H -1.1952 3.3976 -1.2610  0.081
H -2.2848 2.6974 -2.4580  0.084
H -1.3729 4.1621 -2.8532  0.087
H 0.2505 1.2740 -4.7032  0.095
H -0.6734 2.7700 -4.9623  0.082
H -1.4647 1.3336 -4.2888  0.087